Entry from the OMol25 dataset: a molecular structure, AgH14O7 (wB97M-V/def2-TZVPD).

Structure (ORCA input):
```
! wB97M-V def2-TZVPD RIJCOSX def2/J DEFGRID3
* xyz 2 2
Ag 0.0618 -0.1131 0.0921
O -1.6937 1.2013 -1.0957
H -2.5710 1.3510 -0.7080
H -1.5135 1.9879 -1.6314
O 0.7062 1.4843 1.4979
H 1.5178 1.3744 2.0252
H 0.5787 2.4394 1.3695
O 1.2942 1.7041 -1.4263
H 1.3227 1.7852 -2.3921
H 1.5483 2.5826 -1.1106
O 0.7650 -1.7343 1.7136
H 0.6439 -1.6991 2.6754
H 1.4363 -2.4215 1.5767
O -1.1509 -1.5474 -1.1448
H -1.1701 -2.5173 -1.1999
H -2.0237 -1.2119 -1.4092
O 1.7002 -1.1421 -1.1512
H 1.7087 -1.0057 -2.1108
H 2.4748 -1.6888 -0.9494
O -1.7269 -0.0903 1.4874
H -2.1830 -0.9509 1.4793
H -1.7259 0.2121 2.4121
*
```

Computed properties:
* LUMO level (alpha / beta): -6.9 / -11.4 eV
* HOMO level (alpha / beta): -0.7024 / -0.7014 Eh
* expectation value of S²: 0.751
* total energy: -18541.6143 eV
* gap between HOMO and LUMO (alpha / beta): 0.4502 / 0.2824 Ha

Calculated atomic charges, method Mulliken, unit e: atom 1 (Ag): 0.75, atom 2 (O): -0.50, atom 3 (H): 0.31, atom 4 (H): 0.30, atom 5 (O): -0.40, atom 6 (H): 0.33, atom 7 (H): 0.29, atom 8 (O): -0.46, atom 9 (H): 0.29, atom 10 (H): 0.28, atom 11 (O): -0.42, atom 12 (H): 0.30, atom 13 (H): 0.28, atom 14 (O): -0.41, atom 15 (H): 0.30, atom 16 (H): 0.33, atom 17 (O): -0.36, atom 18 (H): 0.29, atom 19 (H): 0.27, atom 20 (O): -0.43, atom 21 (H): 0.35, atom 22 (H): 0.31